C30H45BrMgN4OP2 as an isolated structure at a distorted geometry. Source: OMol25; level of theory: wB97M-V/def2-TZVPD.

```
84
C30H45BrMgN4OP2 (wB97M-V/def2-TZVPD)
C 4.0119 -2.3812 -4.3117
C 3.7440 -1.2229 -3.5637
C 4.1532 0.0207 -4.0784
C 4.5639 0.0850 -5.4188
N 4.6583 -1.0171 -6.1642
C 4.4483 -2.2277 -5.6399
C 2.9530 -1.3059 -2.3478
C 1.8065 -1.0910 -1.8446
C 0.4765 -0.6855 -1.5295
C -0.7217 -1.1355 -2.1476
C -1.9315 -1.0283 -1.5295
C -2.1157 -0.3190 -0.2210
C -0.9200 0.5106 0.0915
C 0.2980 0.2540 -0.4800
Mg 3.0409 -1.6589 -0.3101
P -3.6359 0.7130 -0.0149
H 4.0696 0.9348 -3.4959
H 3.8106 -3.3749 -3.9115
H 4.7852 1.0506 -5.8952
H 4.5951 -3.1052 -6.2842
H 1.1819 0.7919 -0.1384
H -0.6496 -1.5755 -3.1393
H -0.9430 1.1471 0.9763
H -2.7644 -1.6478 -1.8752
C -3.8976 0.8486 1.7894
C -5.0161 1.8023 2.2090
H -2.9373 1.1427 2.2387
H -4.0870 -0.1647 2.1782
H -5.3396 1.5570 3.2291
H -4.6839 2.8438 2.2274
H -5.8894 1.7219 1.5532
C -3.2529 2.2801 -0.8552
C -2.6787 2.1940 -2.2752
H -2.5140 2.7922 -0.2163
H -4.1756 2.8829 -0.8385
H -2.6889 3.2020 -2.7117
H -1.6382 1.8577 -2.2648
H -3.2517 1.5277 -2.9340
C -4.8742 -0.3109 -0.8505
C -6.3271 0.0392 -0.5596
H -4.6413 -1.3445 -0.5554
H -4.6813 -0.2268 -1.9320
H -6.9683 -0.6195 -1.1528
H -6.5894 -0.0950 0.4925
H -6.5412 1.0739 -0.8498
Br -2.1302 -1.8559 1.0329
P 2.0470 3.2015 2.2088
C 0.2079 3.4816 2.0551
C -0.2765 4.7634 2.7395
H -0.3163 2.6072 2.4648
H -0.0159 3.5205 0.9771
H -1.2909 5.0070 2.4068
H -0.3064 4.6431 3.8284
H 0.3708 5.6169 2.5062
C 2.2751 1.6712 3.1959
C 2.9037 1.9834 4.5610
H 2.9139 1.0010 2.6142
H 1.2901 1.2007 3.3103
H 2.6689 1.2013 5.2865
H 3.9922 2.0426 4.4830
H 2.5434 2.9309 4.9714
C 2.6226 2.9693 0.4858
C 3.6234 4.0821 0.1315
H 1.7470 2.9795 -0.1841
H 3.0982 1.9760 0.3956
H 4.3884 3.7021 -0.5464
H 3.1530 4.9364 -0.3569
H 4.1275 4.4579 1.0311
C -1.5799 -5.2442 0.9895
N -0.1516 -4.9284 0.9099
C 0.7034 -5.3692 1.8648
C 2.0426 -5.0909 1.7621
C 2.3674 -4.0848 0.8377
N 1.5376 -3.5359 -0.0101
C 0.2836 -4.1233 -0.1722
O -0.4307 -3.8945 -1.1347
N 3.6782 -3.5118 0.7855
H -1.7038 -6.2180 1.4705
H -1.9822 -5.2379 -0.0259
H -2.0933 -4.4860 1.5965
H 0.2524 -5.9408 2.6810
H 2.8104 -5.5370 2.3930
H 4.2484 -4.0037 0.1004
H 4.1391 -3.6491 1.7057
```

Gap between HOMO and LUMO in eV: 5.52
HOMO level in Eh: -0.4428
Energy in eV: -133896.58622
Charge: +2
Largest force on an atom in hartree/bohr: 0.0848